[1]
Computed, not measured: C19H15N5O2RuS as an isolated structure at a distorted geometry, with ωB97M-V/def2-TZVPD.

Output
Net charge   +1
Expectation value of S²   0.76
Multiplicity   2
ΔE to the lowest compared entry with this formula, charge and spin   33.3 kJ/mol
HOMO level (spin up / spin down)   -11.26 / -11.18 eV

```
43
Properties=species:S:1:pos:R:3:forces:R:3:mulliken_charge:R:1
Ru 0.140287 0.027834 -0.332214 3.1747 1.3201 -0.6846 0.46
S -0.373719 2.246345 0.111776 -0.1896 -0.1440 0.1584 -0.33
O 1.945528 0.189655 -3.949179 -0.3017 0.0087 0.1150 -0.60
O 0.455451 0.209438 -2.273967 -1.2745 -0.1410 -0.2695 -0.65
N 0.003018 -0.134861 1.668848 -0.9884 -1.7219 0.1976 0.82
N -0.702546 3.136734 2.608328 -0.1991 -0.0564 0.0828 -0.38
N 2.403595 0.177952 -0.440752 -2.0328 -0.4965 -0.1443 0.33
N 0.229612 -2.010300 -0.067580 -0.0134 -0.3631 0.2892 -0.15
N -0.344033 0.892203 2.444466 0.1202 0.5981 1.4201 -1.12
C 4.683579 0.054008 0.190322 -0.0078 0.0447 -0.0997 -0.86
C 0.276714 -2.401260 1.230858 0.5470 -1.0149 -0.8255 0.52
C -1.005418 -3.051314 5.383975 -0.1072 -0.0493 0.1312 -0.84
C 0.828706 -4.629767 0.516849 0.0670 -0.0548 -0.4789 -0.51
C -0.161959 -1.618178 3.626760 -0.0782 -0.2144 0.5733 0.39
C 0.431675 -2.888739 -1.051934 -0.1336 0.1120 -0.1897 -0.31
C 4.081764 0.039264 -2.124753 -0.0007 0.0511 0.2306 -0.69
C 5.061267 -0.002485 -1.144712 -0.0452 -0.0001 -0.0039 -0.24
C 0.356453 -0.761765 4.608286 0.2049 -0.2525 -0.1926 -0.19
C 0.031029 -1.355516 2.201013 0.0337 2.0314 -0.0202 0.20
C -0.863884 -2.759995 4.040920 -0.0007 0.3109 -0.2323 -0.33
C 0.710369 -4.215560 -0.805804 0.0437 -0.2147 0.3392 -0.77
C 0.217424 -1.064550 5.949669 0.0140 -0.1001 0.0631 -0.78
C 2.759323 0.129253 -1.729645 -0.0435 0.0957 -0.4591 0.46
C 1.646626 0.187463 -2.783686 1.1564 -0.0939 0.3213 0.53
C -0.479641 2.050816 1.866462 0.4181 -0.3453 -1.0101 0.64
C 3.340993 0.144961 0.504709 -0.1272 0.0245 0.3693 -0.24
C 0.621788 -3.722415 1.533858 -0.1061 0.6325 0.2953 -0.56
C -0.453873 -2.214370 6.342626 -0.0008 0.0240 -0.0438 -0.40
H 0.854375 -4.901531 -1.626901 0.0102 0.0207 -0.0294 0.43
H 0.904259 0.115918 4.308769 -0.0055 0.0597 0.0369 0.41
H 3.001969 0.199461 1.531281 -0.0296 -0.0331 -0.0199 0.48
H 0.758656 -3.999327 2.567705 -0.0723 -0.0757 -0.0010 0.62
H 1.102446 -5.651391 0.741558 -0.0274 -0.0057 0.0444 0.46
H -1.338793 -3.391707 3.302061 0.0098 -0.0733 0.0293 0.64
H 4.299444 0.007647 -3.182355 -0.0069 0.0071 -0.0115 0.52
H -0.902051 3.014392 3.588346 0.0194 0.0283 -0.0047 0.24
H -0.942446 4.008199 2.169369 0.0043 0.0016 -0.0040 0.22
H -1.561819 -3.927934 5.687142 0.0133 -0.0143 -0.0121 0.40
H 5.418498 0.029977 0.981557 -0.0230 0.0125 0.0259 0.43
H -0.548437 -2.456633 7.392337 -0.0306 0.0161 0.0080 0.41
H 0.363740 -2.502914 -2.061973 0.0022 0.0463 0.0323 0.51
H 0.645184 -0.409662 6.696601 0.0051 0.0241 -0.0186 0.40
H 6.106549 -0.074246 -1.412996 0.0017 -0.0052 -0.0075 0.44
```
Positions in Å, forces in eV/Å.

---

[2]
Computed, not measured: C29H42BN6O2RuS3 as an isolated structure at a distorted geometry, with ωB97M-V/def2-TZVPD.

Output
Net charge   +3
Multiplicity   1
ΔE to the lowest compared entry with this formula, charge and spin   71.9 kJ/mol
HOMO level (spin up / spin down)   -17.40 / -17.40 eV

```
84
Properties=species:S:1:pos:R:3:forces:R:3:mulliken_charge:R:1
Ru -0.692694 0.402494 3.492404 -0.9780 1.1037 0.6390 -1.04
S -1.843547 2.105204 2.844016 -0.3264 0.1921 -0.0897 -0.19
S 1.354523 1.152711 3.596560 0.5054 -0.3296 -0.3502 -0.30
S -2.208320 -1.147333 2.749066 0.0296 -0.5695 -0.0964 -0.34
O -0.936839 0.363778 6.592166 -0.1673 0.2639 0.2010 -0.26
O -0.045429 -1.079716 5.037897 -0.2233 -0.4108 0.3164 -0.25
N 0.709779 -1.596481 0.196377 -0.0947 -0.1990 0.1738 -0.39
N -1.751004 0.506266 -0.708042 -0.2760 0.1786 0.1099 -0.28
N -1.539310 0.963275 0.511756 0.0908 -0.3145 -0.0443 0.48
N -0.233537 -1.173676 1.033898 0.3217 0.1984 0.0533 0.25
N 0.989727 1.119068 0.934579 -0.1670 0.0414 0.1537 0.95
N 1.228196 1.305677 -0.374681 0.0821 0.2680 0.2969 -0.27
C 1.924906 -4.841571 -1.157142 0.0910 -0.0538 -0.0531 -2.26
C -4.312699 3.376439 1.228641 0.0500 -0.0159 -0.0900 -1.85
C -2.063881 -4.262132 2.127197 0.0325 0.0107 -0.0705 -1.88
C -0.629273 -0.422046 7.869762 -0.1558 0.1496 -0.2403 -0.62
C 1.590843 1.567184 -3.052633 -0.0484 0.1535 -0.0442 -1.70
C 2.645384 2.198006 -2.154005 0.0079 -0.0053 0.1743 2.10
C 2.903386 2.344641 1.644776 -0.0204 -0.0116 -0.0933 0.23
C -1.103275 -3.349996 1.434005 -0.0210 -0.0295 0.0373 0.26
C -0.579159 -0.107372 5.506440 0.9379 -0.1062 -0.5711 0.99
C 3.144694 -2.696053 -0.759353 0.0392 0.0198 -0.0296 -1.39
C 3.766852 2.909911 2.730472 -0.0286 -0.0571 -0.0741 -1.94
C -3.055828 0.362699 -2.726841 -0.0798 0.0662 0.0918 2.23
C -4.307220 0.944095 -3.381979 0.0147 -0.0369 -0.0905 -2.29
C -0.138759 -3.784199 0.560128 -0.0563 -0.1130 -0.0003 -0.21
C 1.750505 1.579780 1.922716 0.1597 -0.0854 0.4214 0.73
C 2.723687 3.707262 -2.431093 -0.0444 0.0190 -0.0929 -1.74
C -2.819007 0.968643 -1.354429 0.2797 -0.1483 0.0197 -0.46
C 4.013141 1.546145 -2.418040 -0.0268 -0.0058 -0.0454 -1.57
C 0.761019 -2.892093 -0.063950 0.1000 0.2671 -0.0248 -0.35
C 1.284310 -2.801127 -2.453152 -0.0062 -0.0889 -0.0336 -1.34
C 1.788098 -3.322085 -1.096957 -0.1000 0.0385 0.0809 2.14
C -1.827494 0.635221 -3.603724 0.0372 -0.0511 -0.0074 -1.30
C 3.152365 2.532974 0.311414 0.0147 0.0506 0.0684 -0.41
C -3.424671 2.393742 0.531121 -0.0254 -0.0406 0.0194 0.48
C -3.224435 -1.153614 -2.542833 -0.0105 -0.0231 -0.0231 -1.54
C -2.316263 1.821137 1.167004 0.1157 0.0044 0.0475 0.50
C -3.646271 1.936344 -0.753306 -0.0638 0.0456 0.0160 -0.10
C -1.113548 -1.964665 1.676996 -0.0090 0.1665 -0.1763 1.26
C 2.309043 1.995991 -0.689887 -0.1076 -0.1120 -0.1474 0.05
B -0.305451 0.347732 1.204298 0.1546 -0.3563 -0.8114 0.40
H 2.025967 -3.018460 -3.220673 0.0100 -0.0131 -0.0202 0.48
H 3.535301 -3.080083 0.183268 0.0099 -0.0075 0.0387 0.39
H -4.226816 2.018134 -3.554233 0.0359 0.0389 -0.0076 0.47
H 0.354119 -3.293980 -2.739887 -0.0373 0.0016 -0.0213 0.39
H -0.048895 -4.841597 0.351496 -0.0314 -0.0025 0.0044 0.60
H -4.097231 -1.390346 -1.933182 -0.0307 0.0008 0.0311 0.40
H 4.000892 0.480577 -2.187001 -0.0185 -0.0481 0.0010 0.23
H -3.366836 -1.613503 -3.519482 -0.0184 -0.0169 -0.0233 0.46
H 4.011053 3.117213 0.007857 0.0257 -0.0247 -0.0022 0.45
H -5.212301 0.746683 -2.806294 -0.0208 -0.0367 0.0385 0.50
H -4.497342 2.309611 -1.305687 -0.0208 0.0216 -0.0007 0.67
H 1.518418 0.493454 -2.902592 0.0119 -0.1305 0.0402 -0.03
H 2.944224 3.852858 -3.487729 0.0054 0.0291 -0.0142 0.49
H -1.286676 0.044843 8.593145 0.0658 -0.0675 0.0330 0.28
H 4.633179 3.406970 2.301706 0.0005 0.0154 0.0021 0.40
H -1.924771 -4.215268 3.208242 -0.0096 0.0085 0.0157 0.40
H -0.877004 -1.459417 7.667454 0.0382 0.0069 0.0766 0.35
H -4.775136 2.923503 2.107045 0.0033 -0.0041 0.0230 0.43
H -1.919505 -5.289165 1.802082 -0.0020 -0.0079 0.0087 0.41
H -3.093600 -3.975073 1.910641 -0.0297 0.0076 0.0143 0.43
H 3.510656 4.208486 -1.869482 0.0517 -0.0216 0.0463 0.36
H -4.438652 0.473952 -4.355495 -0.0232 0.0121 -0.0071 0.40
H 1.113355 -1.726766 -2.427569 0.0245 0.1092 0.0166 0.02
H 2.242100 -5.271110 -0.206147 0.0209 0.0164 0.0556 0.50
H 3.084274 -1.609882 -0.697167 -0.0254 0.0301 -0.0180 0.02
H -2.339045 -1.598209 -2.086925 0.0302 0.0057 0.0085 0.17
H 3.855155 -2.952084 -1.544045 0.0299 -0.0122 0.0025 0.48
H 0.605485 2.003327 -2.881622 0.0554 0.0092 -0.0026 0.32
H 4.121845 2.126653 3.400804 -0.0040 -0.0281 0.0219 0.47
H 1.007881 -5.336204 -1.477882 -0.0448 0.0133 -0.0352 0.47
H -1.980073 0.173585 -4.578187 -0.0147 -0.0001 -0.0320 0.51
H 1.777321 4.204426 -2.215548 -0.0405 0.0026 -0.0040 0.38
H 0.423095 -0.248466 8.068866 -0.0316 -0.0498 0.0536 0.34
H 4.252168 1.657622 -3.474406 0.0294 -0.0013 -0.0279 0.48
H 4.819509 2.013399 -1.853658 0.0163 0.0324 0.0379 0.41
H -0.925606 0.209297 -3.162666 -0.0427 0.0072 0.0028 0.02
H 3.214661 3.638718 3.325294 -0.0187 0.0041 0.0204 0.43
H -5.104090 3.717792 0.566069 0.0035 -0.0033 0.0007 0.39
H -1.673289 1.702757 -3.762179 -0.0128 0.0494 0.0065 0.39
H 1.866972 1.747370 -4.090261 -0.0209 -0.0116 -0.0361 0.61
H -3.742199 4.246353 1.556956 0.0005 0.0146 0.0296 0.42
H 2.688889 -5.090233 -1.892570 0.0025 -0.0226 0.0013 0.41
```
Positions in Å, forces in eV/Å.

---

[3]
Computed, not measured: C15H24F6NO7PSSc as an isolated structure at a distorted geometry, with ωB97M-V/def2-TZVPD.

Output
Net charge   +2
Expectation value of S²   0.75
Multiplicity   2
ΔE to the lowest compared entry with this formula, charge and spin   40.8 kJ/mol
HOMO level (spin up / spin down)   -15.37 / -15.37 eV

```
56
Properties=species:S:1:pos:R:3:forces:R:3:mulliken_charge:R:1
Sc 0.803591 1.010221 0.998880 1.0161 0.1063 -1.0110 0.92
S -2.138888 0.963410 -0.931085 -0.0094 -0.0800 -0.1972 0.42
P 0.194273 1.655560 3.813453 0.0506 -0.0048 0.0724 1.62
F -0.381283 2.677948 2.679837 -0.0108 0.0836 -0.0542 -0.36
F 1.631168 1.638780 2.703908 0.0866 0.1139 0.6356 -0.54
F -1.154578 1.585961 4.564941 -0.0244 0.0055 -0.0162 -0.31
F 0.891692 0.498431 4.574352 -0.0248 0.0004 0.0372 -0.34
F 0.854302 2.804282 4.608311 -0.0008 0.0037 0.0012 -0.30
F -0.366580 0.457335 2.656010 -0.0534 0.0415 0.1614 -0.51
O 0.054684 -5.981108 -3.430355 -0.2052 -0.0690 0.1284 -0.56
O 2.867521 1.311179 0.198472 -0.0601 -0.0164 0.0736 0.02
O -1.200499 1.193992 0.175695 -0.8776 0.2994 -0.0765 -0.27
O -0.592986 -3.946152 -3.740187 -0.2196 -0.0460 0.0987 -0.60
O 1.421566 -0.902477 1.268417 0.1100 -0.5689 0.0126 -0.70
O 0.943459 3.095688 0.125532 -0.0593 -0.2747 0.0026 0.07
O 0.690898 -0.431054 -0.725410 -0.1170 0.2042 0.2666 -0.95
N -0.101540 -4.840886 -3.074243 0.5616 0.1445 -0.3792 1.02
C 1.281181 -3.715040 0.759388 0.0137 -0.0014 -0.0172 -0.60
C -3.735506 1.722117 -0.567925 0.0440 -0.1301 0.0674 -0.31
C 2.145852 3.392776 -0.624850 -0.0431 0.0767 0.0181 -0.53
C 1.052961 -1.317473 0.116178 0.0304 0.1365 -0.0814 1.29
C -2.282287 -0.768228 -1.401010 -0.0516 0.0668 0.0319 0.07
C 0.560224 -3.119362 -1.473097 -0.0450 -0.0326 0.0482 -0.11
C 3.996269 0.444898 0.485451 -0.0135 0.0407 0.0440 -0.77
C 0.729129 -5.442836 -0.822736 -0.0153 -0.0041 -0.0119 -0.58
C -4.641489 1.740926 -1.788499 -0.0081 0.0082 0.0265 -1.24
C 3.274203 2.683308 0.057818 0.0342 -0.0250 0.0331 -0.53
C 1.161323 -5.058824 0.440653 0.0191 0.0072 0.0140 -0.81
C -2.703597 -1.610654 -0.197553 0.0237 -0.0739 -0.0894 -1.18
C 0.047371 4.222820 0.220719 -0.0040 -0.0066 -0.0179 -0.92
C 0.422020 -4.460524 -1.748146 -0.1376 -0.0217 0.1423 -0.27
C 0.982223 -2.747737 -0.201272 0.0480 -0.0311 -0.0405 0.52
H 0.621264 -6.483438 -1.096205 0.0003 -0.0033 0.0102 0.54
H -2.643194 -2.648593 -0.530784 -0.0286 -0.0018 0.0267 0.38
H 1.605245 -3.407882 1.744807 -0.0092 0.0022 0.0000 0.57
H -4.108077 1.108607 0.260693 -0.0585 0.0696 0.0116 0.39
H 4.364871 0.646196 1.490816 0.0142 -0.0012 0.0007 0.34
H 4.771905 0.635515 -0.253252 0.0064 -0.0141 0.0006 0.35
H -0.179501 4.591230 -0.780194 -0.0050 -0.0016 0.0030 0.38
H 2.318102 4.468852 -0.626673 0.0004 -0.0048 0.0167 0.46
H -1.289548 -1.010136 -1.783127 0.0049 -0.0031 0.0250 -0.11
H -2.025948 -1.487624 0.645981 0.0179 0.0032 -0.0026 0.25
H -3.003576 -0.748521 -2.222441 0.0071 -0.0388 0.0052 0.61
H -4.212947 2.313748 -2.608636 -0.0012 0.0058 -0.0053 0.38
H 3.654925 -0.579504 0.411638 0.0036 -0.0035 0.0133 0.20
H 0.354167 -2.391896 -2.243306 0.0219 0.0060 0.0012 0.77
H -3.460172 2.708154 -0.189483 -0.0417 0.0231 -0.0191 0.47
H 3.479254 3.101708 1.046302 0.0001 0.0127 -0.0004 0.30
H 4.177360 2.737184 -0.551512 -0.0064 -0.0115 -0.0018 0.53
H -3.727496 -1.412676 0.113324 -0.0018 0.0153 0.0069 0.45
H 1.396385 -5.812934 1.178326 0.0063 -0.0021 -0.0035 0.46
H -4.901011 0.740406 -2.130700 0.0029 -0.0009 0.0077 0.38
H 2.008444 3.045578 -1.650020 0.0103 -0.0015 -0.0004 0.29
H -0.854258 3.891247 0.724526 0.0004 -0.0045 0.0010 0.21
H 0.514586 5.007974 0.813180 0.0003 0.0017 -0.0055 0.38
H -5.567442 2.229514 -1.484882 -0.0023 0.0000 -0.0147 0.39
```
Positions in Å, forces in eV/Å.